Version A
Density functional theory data (ωB97M-V/def2-TZVPD) for a 2-piece molecular cluster, C5H14 overall.

Each line ends with the natural charge from an NBO analysis.
CARTESIAN COORDINATES (ANGSTROEM)
C 0.036 1.911 2.689  -0.61
C -1.258 1.485 2.005  -0.59
H 0.016 2.652 3.480  0.23
H 0.433 0.966 3.069  0.20
H 0.766 2.276 1.957  0.19
H -0.920 0.880 1.144  0.15
H -1.885 2.230 1.516  0.22
H -1.853 0.802 2.609  0.22
C 0.139 -1.288 -0.994  -0.27
C 0.375 0.090 -1.807  -0.46
C 0.661 -2.312 -1.990  -0.57
H 0.793 -1.186 -0.110  0.31
H -0.890 -1.547 -0.751  0.28
H -0.154 -0.045 -2.750  0.27
H 1.431 0.149 -2.093  0.25
H -0.034 -2.977 -2.512  0.27
H 1.261 -1.923 -2.803  0.27
H 0.143 0.978 -1.218  0.31
H 1.326 -2.990 -1.402  0.36

Properties
Spin multiplicity: 2
Highest occupied orbital energy (alpha / beta) in eV: -14.7 / -14.7
<S²>: 0.753
Orbital gap (alpha / beta) in eV: 11.50 / 3.79
Net charge: +1
LUMO (alpha / beta) in eV: -3.193 / -10.910



Version B
Density functional theory data (ωB97M-V/def2-TZVPD) for a 2-piece molecular cluster, C5H14 overall.

Each line ends with the natural charge from an NBO analysis.
CARTESIAN COORDINATES (ANGSTROEM)
C 1.096 0.602 0.099  -0.37
C 1.851 -0.500 -0.543  -0.64
C 1.749 1.840 0.488  -0.62
H 0.511 0.149 0.959  0.35
H 0.236 0.924 -0.604  0.43
H 1.134 -1.282 -0.817  0.26
H 2.395 -0.245 -1.457  0.27
H 1.154 2.587 1.021  0.27
H 2.339 2.226 -0.370  0.31
H 2.558 -0.971 0.173  0.31
H 2.607 1.643 1.192  0.36
C -1.925 -1.587 0.188  -0.64
C -2.619 -0.297 -0.240  -0.61
H -2.666 -2.381 0.418  0.25
H -1.323 -2.040 -0.597  0.21
H -1.475 -1.513 1.188  0.21
H -1.939 0.333 -0.829  0.18
H -3.584 -0.532 -0.700  0.25
H -2.906 0.268 0.653  0.22

Properties
Spin multiplicity: 2
Highest occupied orbital energy (alpha / beta) in eV: -15.3 / -15.1
<S²>: 0.753
Orbital gap (alpha / beta) in eV: 12.18 / 4.12
Net charge: +1
LUMO (alpha / beta) in eV: -3.087 / -10.952



Relative stability in kJ/mol, measured from the most stable structure: version A 17.8; version B 0.0



Version A
Density functional theory data (ωB97M-V/def2-TZVPD) for a 2-piece molecular cluster, CH6OS2 overall.

Each line ends with the natural charge from an NBO analysis.
CARTESIAN COORDINATES (ANGSTROEM)
C 0.594 -0.755 -0.124  -0.77
S -0.737 -0.494 1.036  0.12
S -0.821 -2.309 2.013  -0.14
H 0.708 0.159 -0.731  0.22
H 0.459 -1.613 -0.803  0.23
H 1.519 -0.908 0.457  0.22
H 0.200 -2.167 2.885  0.12
O -0.894 2.965 -1.424  -0.94
H -1.078 2.292 -2.118  0.47
H 0.051 2.829 -1.190  0.47

Properties
Highest occupied orbital energy in eV: -9.1
Structure (SMILES): CSS.O
Orbital gap in eV: 9.65
Net charge: 0
LUMO in eV: 0.498



Version B
Density functional theory data (ωB97M-V/def2-TZVPD) for a 2-piece molecular cluster, CH6OS2 overall.

Each line ends with the natural charge from an NBO analysis.
CARTESIAN COORDINATES (ANGSTROEM)
C -0.575 -0.286 0.626  -0.77
S -1.812 -0.776 -0.539  0.10
S -0.641 -1.540 -2.156  -0.17
H -0.176 0.733 0.491  0.26
H 0.264 -1.001 0.584  0.23
H -1.044 -0.351 1.622  0.22
H -0.599 -0.449 -2.951  0.12
O 1.191 1.036 0.887  -0.94
H 1.970 1.258 1.445  0.48
H 1.421 1.376 -0.007  0.49

Properties
Highest occupied orbital energy in eV: -8.5
Structure (SMILES): CSS.O
Orbital gap in eV: 8.87
Net charge: 0
LUMO in eV: 0.404



Relative stability in kJ/mol, measured from the most stable structure: version A 0.0; version B 143.3



Version A
Density functional theory data (ωB97M-V/def2-TZVPD) for a single C3H6OS molecule.

Each line ends with the natural charge from an NBO analysis.
CARTESIAN COORDINATES (ANGSTROEM)
O -0.641 1.345 -0.551  -0.73
C -0.474 -0.007 -0.188  0.08
C 0.025 -0.101 1.234  -0.50
S 1.673 -0.783 0.707  0.14
C 0.793 -0.527 -0.881  -0.51
H -1.481 1.746 -0.302  0.48
H -1.369 -0.673 -0.561  0.17
H 0.239 0.832 1.626  0.22
H -0.601 -0.692 1.847  0.21
H 1.163 0.277 -1.465  0.23
H 0.673 -1.418 -1.466  0.21

Properties
Highest occupied orbital energy in eV: -8.6
Structure (SMILES): OC1CSC1
Orbital gap in eV: 9.46
Net charge: 0
LUMO in eV: 0.820



Version B
Density functional theory data (ωB97M-V/def2-TZVPD) for a 2-piece molecular cluster, C3H6OS overall.

Each line ends with the natural charge from an NBO analysis.
CARTESIAN COORDINATES (ANGSTROEM)
C 0.426 -1.234 0.317  -0.64
C -0.338 -0.087 -0.363  -0.43
C 0.513 1.161 -0.635  0.42
H -0.250 -2.100 0.896  0.25
H 1.183 -1.735 -0.330  0.22
H 0.989 -0.712 1.111  0.21
H -0.739 -0.514 -1.358  0.24
H -1.269 1.615 1.634  0.15
H 1.323 0.997 -1.345  0.13
O 0.251 2.295 -0.220  -0.49
S -2.088 0.314 0.292  -0.06

Properties
Highest occupied orbital energy in eV: -9.3
Orbital gap in eV: 8.48
Net charge: 0
LUMO in eV: -0.777



Version C
Density functional theory data (ωB97M-V/def2-TZVPD) for a single C3H6OS molecule.

Each line ends with the natural charge from an NBO analysis.
CARTESIAN COORDINATES (ANGSTROEM)
C -1.266 0.324 -0.129  -0.64
C -0.057 -0.583 -0.363  -0.45
C 1.130 -0.024 0.422  -0.02
O 1.874 0.967 -0.196  -0.61
S 2.788 -0.409 -0.009  0.41
H -1.634 0.293 0.925  0.21
H -2.197 -0.160 -0.430  0.23
H -1.201 1.468 -0.369  0.23
H 0.189 -0.542 -1.425  0.23
H -0.297 -1.624 0.076  0.22
H 0.672 0.290 1.500  0.20

Properties
Highest occupied orbital energy in eV: -8.8
Structure (SMILES): CC[C@@H]1OS1
Orbital gap in eV: 9.22
Net charge: 0
LUMO in eV: 0.448



Relative stability in kJ/mol, measured from the most stable structure: version A 0.0; version B 237.7; version C 128.4



Version A
Density functional theory data (ωB97M-V/def2-TZVPD) for a single C4H4F2 molecule.

Each line ends with the natural charge from an NBO analysis.
CARTESIAN COORDINATES (ANGSTROEM)
C -1.038 1.032 0.715  -0.35
C -0.314 0.218 -0.055  -0.14
C -0.306 -1.050 -0.769  -0.49
C 1.103 -0.021 -0.104  0.71
F 1.749 -0.407 0.966  -0.30
F 1.825 0.699 -1.035  -0.33
H -0.444 1.713 1.224  0.20
H -2.145 0.924 0.914  0.21
H -0.544 -1.897 -0.107  0.23
H 0.115 -1.212 -1.749  0.25

Properties
Highest occupied orbital energy in eV: -8.9
Structure (SMILES): C=C1CC1(F)F
Orbital gap in eV: 9.78
Net charge: 0
LUMO in eV: 0.855



Version B
Density functional theory data (ωB97M-V/def2-TZVPD) for a 2-piece molecular cluster, C4H4F2 overall.

Each line ends with the natural charge from an NBO analysis.
CARTESIAN COORDINATES (ANGSTROEM)
C -0.304 -0.042 -0.303  -0.08
C -1.266 0.129 -1.217  -0.29
C 0.030 -0.169 1.225  -0.53
C 1.000 -0.253 0.190  0.74
F 2.155 1.374 -0.158  -0.59
F 1.956 -1.065 -0.232  -0.25
H -0.920 0.178 -2.237  0.23
H -2.214 -0.139 -0.856  0.22
H 0.068 0.824 1.673  0.28
H -0.505 -0.836 1.916  0.26

Properties
Highest occupied orbital energy (alpha / beta) in eV: -10.6 / -10.6
Orbital gap (alpha / beta) in eV: 9.22 / 9.22
Net charge: 0
LUMO (alpha / beta) in eV: -1.342 / -1.342



Relative stability in kJ/mol, measured from the most stable structure: version A 0.0; version B 160.0



Version A
Density functional theory data (ωB97M-V/def2-TZVPD) for a 3-piece molecular cluster, C3H14NO3 overall.

Each line ends with the natural charge from an NBO analysis.
CARTESIAN COORDINATES (ANGSTROEM)
C -0.853 -1.123 -0.550  -0.23
C -0.830 -0.064 -1.659  -0.47
C -0.991 1.363 -1.165  -0.08
O -0.049 1.670 -0.088  -0.75
N 0.412 -0.996 0.246  -0.69
H -0.917 -2.094 -1.027  0.23
H -1.671 -0.927 0.130  0.24
H 0.009 -0.113 -2.356  0.22
H -1.708 -0.328 -2.255  0.25
H -0.940 2.167 -1.896  0.21
H -1.971 1.485 -0.698  0.20
H 0.728 2.077 -0.488  0.49
H 0.568 0.007 0.324  0.47
H 1.196 -1.310 -0.317  0.43
H 0.434 -1.444 1.159  0.46
H -0.589 0.465 2.298  0.47
H -1.572 0.120 3.446  0.50
O -0.988 -0.263 2.785  -0.97
H 3.326 -1.030 0.611  0.49
H 3.526 0.515 0.836  0.51
O 2.882 -0.178 0.667  -0.99

Properties
Highest occupied orbital energy in eV: -15.0
Orbital gap in eV: 11.98
Net charge: +1
LUMO in eV: -3.063



Version B
Density functional theory data (ωB97M-V/def2-TZVPD) for a 4-piece molecular cluster, C3H14NO3 overall.

Each line ends with the natural charge from an NBO analysis.
CARTESIAN COORDINATES (ANGSTROEM)
C -1.156 0.628 0.777  -0.63
C 0.184 -0.108 1.001  -0.28
C 2.047 0.167 -0.539  0.09
N 0.895 -0.354 -0.222  -0.41
H -0.992 1.634 0.172  0.22
H -1.631 0.788 1.853  0.26
H -1.850 0.143 -0.018  0.21
H -0.161 -1.023 1.449  0.23
H 0.706 0.483 1.815  0.25
H 2.297 -0.107 -1.563  0.22
H 2.600 0.779 0.163  0.26
H 0.387 -0.815 -1.056  0.47
H -1.020 -2.221 -1.738  0.49
H -1.722 -0.995 -1.939  0.53
O -0.711 -1.339 -1.994  -0.97
H 3.825 1.688 2.735  0.50
H 3.877 0.255 2.251  0.48
O 3.404 1.112 2.078  -0.97
H -3.626 0.533 -1.592  0.50
H -3.976 -0.922 -1.612  0.49
O -3.377 -0.328 -2.022  -0.94

Properties
Highest occupied orbital energy in eV: -15.3
Orbital gap in eV: 11.25
Net charge: +1
LUMO in eV: -4.005



Version C
Density functional theory data (ωB97M-V/def2-TZVPD) for a 4-piece molecular cluster, C3H14NO3 overall.

Each line ends with the natural charge from an NBO analysis.
CARTESIAN COORDINATES (ANGSTROEM)
C 2.871 -1.578 -0.423  -0.65
C 1.572 -1.089 0.227  -0.24
C 1.697 1.068 -0.863  0.13
N 0.997 0.105 -0.424  -0.39
H 3.719 -1.321 0.206  0.24
H 2.837 -2.661 -0.413  0.26
H 2.990 -1.277 -1.461  0.23
H 0.804 -1.833 0.077  0.24
H 1.667 -0.901 1.285  0.24
H 1.319 1.990 -1.279  0.24
H 2.773 0.920 -0.877  0.22
H 0.078 0.361 -0.029  0.46
H -1.075 0.801 1.976  0.48
H -1.988 0.335 0.921  0.50
O -1.285 -0.014 1.495  -0.95
H -2.751 2.138 -0.452  0.46
H -2.449 3.085 -1.517  0.47
O -2.393 3.031 -0.553  -0.93
H -4.038 -1.334 0.018  0.49
H -3.650 -1.160 1.459  0.49
O -3.694 -0.669 0.626  -0.97

Properties
Highest occupied orbital energy in eV: -14.8
Orbital gap in eV: 9.89
Net charge: +1
LUMO in eV: -4.898



Relative stability in kJ/mol, measured from the most stable structure: version A 0.0; version B 130.4; version C 116.0



Version A
Density functional theory data (ωB97M-V/def2-TZVPD) for an isolated ion of composition C3H9N5 and charge +2.

Each line ends with the natural charge from an NBO analysis.
CARTESIAN COORDINATES (ANGSTROEM)
N 2.427 0.737 0.111  -0.72
C 1.889 -0.201 -0.614  0.38
N 0.733 -0.773 -0.511  -0.42
N -0.050 -1.464 0.403  -0.26
C -1.353 -1.397 0.356  0.28
N -2.010 -0.369 -0.362  -0.53
C -1.624 0.887 -0.397  0.42
N -0.690 1.336 0.409  -0.67
H 2.141 1.026 1.094  0.42
H 3.281 1.221 -0.125  0.46
H 2.358 -0.374 -1.562  0.25
H 0.215 -2.439 0.696  0.48
H -1.910 -2.199 0.811  0.27
H -2.930 -0.651 -0.482  0.47
H -2.145 1.638 -0.943  0.27
H -0.142 0.737 0.997  0.42
H -0.191 2.287 0.118  0.48

Properties
Highest occupied orbital energy (alpha / beta) in eV: -18.2 / -18.2
Structure (SMILES): N/C=N\[NH+]=C/NC=[NH2+]
Orbital gap (alpha / beta) in eV: 8.82 / 8.82
Net charge: +2
LUMO (alpha / beta) in eV: -9.338 / -9.338



Version B
Density functional theory data (ωB97M-V/def2-TZVPD) for an isolated ion of composition C3H9N5 and charge +2.

Each line ends with the natural charge from an NBO analysis.
CARTESIAN COORDINATES (ANGSTROEM)
C -0.667 -1.476 -1.282  0.22
C -0.902 0.146 1.463  -0.12
C 1.056 0.794 0.064  -0.10
N -0.920 -1.724 -0.068  -0.08
N 0.208 -0.592 -1.915  -0.23
N -0.247 1.026 0.540  -0.62
N -1.143 -1.205 1.041  -0.11
N 1.137 0.160 -1.270  -0.22
H -1.120 -2.233 -1.858  0.29
H -0.485 0.118 2.418  0.26
H -1.919 0.644 1.518  0.28
H 1.864 1.680 0.046  0.31
H 1.420 0.059 0.825  0.24
H 0.147 -0.604 -2.941  0.49
H -0.936 1.706 0.159  0.44
H -1.424 -1.935 1.787  0.47
H 2.098 0.294 -1.690  0.47

Properties
Highest occupied orbital energy (alpha / beta) in eV: -19.0 / -19.3
Orbital gap (alpha / beta) in eV: 7.25 / 7.80
Net charge: +2
LUMO (alpha / beta) in eV: -11.717 / -11.546



Relative stability in kJ/mol, measured from the most stable structure: version A 0.0; version B 320.3